The following is a quantum chemistry calculation of one molecule with the formula C22H27NO7, from OMol25.

```
57
C22H27NO7 ωB97M-V/def2-TZVPD
C -5.2155 -0.0898 -1.4029
C -3.7650 -0.5410 -1.2866
C -2.7797 0.5363 -0.9347
C -3.1936 1.7784 -0.5818
C -2.2875 2.8510 -0.2710
O -2.5938 3.9490 0.1333
O -0.9554 2.5969 -0.4590
C -0.4930 1.3660 -0.7756
C 0.8956 1.2673 -0.8482
C 1.4539 0.0196 -1.0942
C 0.6238 -1.0936 -1.2745
C -0.7481 -0.9870 -1.2201
O -1.5699 -2.0785 -1.3263
C -0.9927 -3.3632 -1.2093
C -0.2386 -3.5466 0.1184
O 0.7449 -4.2432 0.2190
N -0.8113 -2.8735 1.1363
C -0.1421 -2.6152 2.3898
C 0.3464 -1.1657 2.4720
C -0.8074 -0.1717 2.5811
C -0.3527 1.2634 2.4405
O 0.7868 1.6273 2.3245
O -1.3938 2.0931 2.4523
C -1.3586 0.2733 -0.9842
O 2.7721 -0.2148 -1.1617
C 3.6705 0.8211 -0.7311
C 3.8067 0.7531 0.7920
C 5.0067 0.4902 -1.3963
C 3.1590 2.1878 -1.1992
C 1.7667 2.4712 -0.6459
H -5.8265 -0.9293 -1.7268
H -5.3170 0.7072 -2.1351
H -5.6004 0.2575 -0.4472
H -3.7003 -1.3337 -0.5366
H -3.4506 -0.9850 -2.2334
H -4.2351 2.0373 -0.5082
H 1.1162 -2.0372 -1.4367
H -0.3189 -3.5934 -2.0411
H -1.8372 -4.0578 -1.2456
H -1.6200 -2.3084 0.9254
H 0.7068 -3.3001 2.4334
H -0.8247 -2.8362 3.2159
H 0.9342 -0.9390 1.5808
H 0.9999 -1.0548 3.3374
H -1.5541 -0.3345 1.8006
H -1.3166 -0.2677 3.5428
H -1.1325 3.0181 2.3057
H 4.5160 1.5016 1.1338
H 4.1683 -0.2313 1.0798
H 2.8525 0.9256 1.2822
H 5.3200 -0.5102 -1.1109
H 5.7654 1.2032 -1.0877
H 4.9066 0.5234 -2.4782
H 3.1195 2.1818 -2.2916
H 3.8589 2.9621 -0.8868
H 1.8127 2.7074 0.4200
H 1.3222 3.3320 -1.1485
```

Output
multiplicity = 1
HOMO-LUMO gap = 8.585 eV
HOMO = -0.305 hartree
SMILES = CCc1cc(=O)oc2c3c(cc(OCC(=O)NCCCC(=O)O)c12)OC(C)(C)CC3



The following is a quantum chemistry calculation of C22H28BrN2O5Zn as an isolated structure, from OMol25.

```
59
C22H28BrN2O5Zn ωB97M-V/def2-TZVPD
Zn 0.6046 -1.6087 -0.3695
C -2.3526 -2.4057 -1.1508
O -0.9681 -2.6283 -1.4362
C -0.6908 -3.9838 -1.7961
C 0.7682 -4.0427 -2.1654
O 1.4451 -3.4898 -1.0432
C 2.8668 -3.3859 -1.1298
C 3.2491 -2.1584 -1.9252
O 2.4865 -1.0757 -1.4035
C 3.0549 0.2095 -1.6642
H -2.9527 -2.6737 -2.0211
H -2.4743 -1.3477 -0.9383
H -2.6613 -2.9961 -0.2862
H -1.3182 -4.2745 -2.6416
H -0.8991 -4.6369 -0.9443
H 0.9633 -3.4559 -3.0685
H 1.0836 -5.0756 -2.3287
H 3.2889 -4.2924 -1.5679
H 3.1979 -3.2856 -0.0974
H 3.0467 -2.2695 -2.9960
H 4.3169 -1.9626 -1.7978
H 4.0809 0.2385 -1.2943
H 2.4620 0.9441 -1.1277
H 3.0391 0.4259 -2.7345
O 0.4810 1.2843 3.9343
C 1.6856 1.2493 3.2690
C 2.6260 2.2552 3.4212
C 3.8298 2.1809 2.7358
C 4.0868 1.1037 1.9030
C 3.1314 0.1061 1.7587
C 1.9176 0.1625 2.4271
C 0.8870 -0.9573 2.2743
O 1.2658 -1.9040 1.3791
N -0.4399 -0.3725 1.8735
N -0.5180 -0.0645 0.5581
C -1.2740 0.8880 0.1649
C -1.4838 1.2328 -1.2296
Br -0.2863 0.4367 -2.4788
C -2.3988 2.0927 -1.6851
C -3.4457 2.7391 -0.8765
C -3.7265 4.0885 -1.0952
C -4.7022 4.7313 -0.3527
C -5.4271 4.0292 0.6011
C -5.1778 2.6799 0.8042
C -4.1940 2.0370 0.0689
H 0.4790 2.0140 4.5627
H 2.4193 3.0925 4.0788
H 4.5657 2.9635 2.8636
H 5.0337 1.0332 1.3839
H 3.3150 -0.7600 1.1368
H 0.6862 -1.3867 3.2640
H -0.7374 0.3785 2.4902
H -1.8070 1.4969 0.8922
H -2.3697 2.3574 -2.7360
H -3.1681 4.6360 -1.8447
H -4.9035 5.7802 -0.5234
H -6.1963 4.5300 1.1735
H -5.7593 2.1230 1.5268
H -4.0313 0.9744 0.2042
```

Output
multiplicity = 1
HOMO-LUMO gap = 8.072 eV
HOMO = -0.398 hartree
total charge = +1



The following is a quantum chemistry calculation of C22H28ClCoN5O3STe as an isolated structure, from OMol25.

```
62
C22H28ClCoN5O3STe ωB97M-V/def2-TZVPD
Co 2.2372 0.1923 2.2240
N 9.0180 -1.1703 2.7660
C 8.4431 -0.5604 1.7191
S 9.2991 0.0455 0.4674
C 6.9328 -0.4815 1.7596
C 6.1626 -1.1503 2.7053
C 4.7877 -1.0390 2.6677
N 4.1466 -0.3042 1.7502
C 4.8873 0.3469 0.8422
C 6.2622 0.2795 0.8115
H 10.0228 -1.2328 2.7796
H 8.5145 -1.4768 3.5778
H 6.5908 -1.7706 3.4785
H 4.1765 -1.5477 3.4019
H 4.3460 0.9360 0.1134
H 6.8241 0.8166 0.0609
O 2.4090 0.8934 3.9359
O 2.3550 2.3292 3.8287
C -5.2543 0.2323 -1.3083
C -4.6430 -1.1643 -1.1073
C -5.3738 -1.8287 0.0690
C -4.9169 -1.9988 -2.3632
C -3.1052 -1.1013 -0.8108
O -2.6780 -2.3014 -0.1601
C -2.2007 -0.9916 -2.0597
C -2.2235 0.2229 -3.0097
C -1.4316 1.4077 -2.5108
C -0.0392 1.3297 -2.4614
C 0.7187 2.3363 -1.8852
C 0.0717 3.4421 -1.3567
Cl 0.9982 4.6405 -0.4904
C -1.2977 3.5917 -1.4653
C -2.0386 2.5713 -2.0512
C -2.8499 0.0065 0.2289
N -1.6763 -0.2272 1.0642
C -0.4079 0.0141 0.7963
N 0.3398 -0.3507 1.8355
C -0.5780 -0.8102 2.7408
N -1.8059 -0.7526 2.3063
H -6.2947 0.1216 -1.6163
H -4.7520 0.8138 -2.0797
H -5.2562 0.8195 -0.3885
H -6.4481 -1.6820 -0.0526
H -5.0880 -1.4170 1.0374
H -5.1904 -2.9021 0.1102
H -5.9915 -2.1571 -2.4622
H -4.4537 -2.9887 -2.3157
H -4.5710 -1.5074 -3.2741
H -3.0294 -3.0598 -0.6388
H -2.4115 -1.8818 -2.6536
H -1.1753 -1.1266 -1.7004
H -3.2407 0.5215 -3.2533
H -1.7720 -0.1104 -3.9469
H 0.4616 0.4632 -2.8805
H 1.7983 2.2690 -1.8462
H -1.7809 4.4834 -1.0900
H -3.1138 2.6837 -2.1321
H -3.6768 0.0652 0.9285
H -2.7222 0.9724 -0.2502
H -0.0573 0.4482 -0.1262
H -0.3163 -1.1768 3.7192
Te 2.0584 2.9737 2.0214
```

Output
multiplicity = 5
HOMO-LUMO gap (alpha / beta) = 7.704 / 6.434 eV
HOMO (alpha / beta) = -0.410 / -0.410 hartree
⟨S²⟩ = 6.016
total charge = +1



The following is a quantum chemistry calculation of C22H28ClF17NbO3 as an isolated structure, from OMol25.

```
72
C22H28ClF17NbO3 ωB97M-V/def2-TZVPD
C -0.6128 1.7881 -0.5170
C -1.4172 0.6170 -1.2462
C -0.3642 -0.1750 -2.1350
Nb 1.0290 -1.3439 -0.7038
Cl 0.2080 -3.5455 -1.5246
C 2.6974 -1.4117 -2.2597
C 2.1820 -1.3392 -3.7482
F 2.3510 -0.0032 -4.2226
O -2.4706 1.2838 -1.9770
C -3.1440 0.4147 -2.8818
C -3.5398 -0.9980 -2.3252
C -3.2870 -2.1249 -3.2380
C -3.5508 -3.5092 -2.8746
C -4.0944 -3.7524 -1.5503
C -4.4216 -2.6974 -0.5893
C -4.1251 -1.3083 -1.0151
H 0.1884 2.1692 -1.2116
H -0.2115 1.4807 0.4760
H -1.3481 2.6320 -0.3826
H -1.8020 -0.0271 -0.4064
H -0.8332 -0.9864 -2.7649
H 0.2096 0.5164 -2.8101
H 2.1407 -2.2827 0.4324
H -0.2687 -1.4259 0.5835
H 1.6638 0.2192 -0.0709
H 3.3884 -0.5679 -2.0250
H 3.2481 -2.3868 -2.1423
H 1.1485 -1.7403 -3.8889
H 2.8615 -1.9831 -4.3798
H -2.5778 0.3404 -3.8539
H -4.1149 0.9316 -3.1478
H -2.8642 -1.9034 -4.2493
H -3.2962 -4.2975 -3.6121
H -4.2777 -4.8006 -1.2286
H -4.8339 -2.9343 0.4191
H -4.3191 -0.4668 -0.3062
C -5.0935 1.1889 5.3580
C -3.8986 1.4211 4.4207
C -4.2449 2.0120 3.0576
F -5.0581 1.2053 2.3491
F -3.1384 2.1635 2.3118
F -3.2112 0.2667 4.2885
F -3.0532 2.2902 5.0504
O -5.6067 -0.1445 5.3819
C -6.5374 -0.4761 4.3878
C -6.0255 -1.5807 3.4488
F -4.8807 -1.2211 2.8203
F -6.9407 -1.8454 2.4866
F -6.9159 0.6311 3.7265
F -7.6407 -0.9200 5.0350
H -4.7248 1.3577 6.3717
H -5.8813 1.9321 5.2251
H -4.7219 2.9924 3.1548
H -5.8261 -2.5007 4.0035
C 8.3870 2.4766 -0.5143
C 7.6483 2.6428 0.8278
C 7.6784 1.4374 1.7676
F 7.0861 0.3555 1.2319
F 7.0033 1.7228 2.9104
F 6.3790 3.0348 0.5871
F 8.2479 3.6849 1.4808
O 7.5965 2.1466 -1.6518
C 7.3118 0.7947 -1.8785
C 5.8140 0.4924 -1.8019
F 5.3066 0.8054 -0.5925
F 5.5798 -0.8245 -1.9949
F 8.0424 0.0253 -1.0475
F 7.7551 0.5236 -3.1276
H 8.7921 3.4617 -0.7538
H 9.2627 1.8303 -0.4276
H 8.7054 1.1776 2.0419
H 5.2614 1.0580 -2.5571
```

Output
multiplicity = 1
HOMO-LUMO gap = 6.756 eV
HOMO = -0.170 hartree
total charge = -1



The following is a quantum chemistry calculation of an isolated ion of composition C22H28ClN2OS and charge +1, from OMol25.

```
55
C22H28ClN2OS ωB97M-V/def2-TZVPD
C -1.1291 0.5211 3.4542
O -0.1399 0.9854 2.5618
C 0.6234 2.0420 3.1326
C 1.6580 2.5769 2.1484
C 1.0198 3.3135 0.9651
N 0.2707 2.3741 0.1623
C -1.1124 2.6097 -0.1544
C -1.8111 1.2261 -0.1794
N -0.7539 0.1903 -0.2044
C -1.2619 -1.2274 -0.1575
C -0.3105 -2.1028 0.6723
C 1.1420 -1.8704 0.3864
C 1.9477 -1.1686 1.2736
C 3.2968 -0.9899 1.0182
C 3.8590 -1.5103 -0.1365
C 3.0681 -2.1971 -1.0387
C 1.7130 -2.3676 -0.7810
S 0.7964 -3.3395 -1.9544
C -0.7575 -2.5613 -2.3249
C -1.2084 -2.9625 -3.5887
C -2.4297 -2.5798 -4.0892
C -3.2533 -1.7813 -3.3043
Cl -4.8017 -1.2860 -3.8764
C -2.8286 -1.3869 -2.0499
C -1.5780 -1.7460 -1.5406
C 0.1493 0.5037 -1.3349
C 0.9603 1.7521 -0.9402
H -1.6686 -0.2857 2.9609
H -1.8311 1.3204 3.7153
H -0.6807 0.1401 4.3775
H -0.0548 2.8509 3.4382
H 1.1304 1.6687 4.0334
H 2.3085 3.2637 2.6888
H 2.2639 1.7494 1.7785
H 0.3487 4.0878 1.3405
H 1.8002 3.8080 0.3748
H -1.2378 3.1148 -1.1253
H -1.5651 3.2384 0.6105
H -2.4120 1.0826 0.7189
H -2.4446 1.1210 -1.0599
H -0.2113 0.3901 0.6676
H -2.2138 -1.1814 0.3834
H -0.4916 -1.9184 1.7318
H -0.5576 -3.1480 0.4676
H 1.5162 -0.7828 2.1843
H 3.9135 -0.4600 1.7276
H 4.9118 -1.3858 -0.3336
H 3.4906 -2.6126 -1.9397
H -0.5652 -3.5980 -4.1779
H -2.7478 -2.9004 -5.0674
H -3.5059 -0.8083 -1.4408
H 0.8108 -0.3362 -1.5337
H -0.4616 0.6790 -2.2221
H 1.0670 2.4205 -1.8106
H 1.9593 1.4645 -0.6080
```

Output
multiplicity = 1
HOMO-LUMO gap = 8.925 eV
HOMO = -0.405 hartree
total charge = +1
SMILES = COCCCN1CC[NH+]([C@@H]2Cc3ccccc3Sc3ccc(Cl)cc32)CC1



The following is a quantum chemistry calculation of one molecule with the formula C22H28ClN3O3S, from OMol25.

```
58
C22H28ClN3O3S ωB97M-V/def2-TZVPD
C -1.9904 -4.7874 -2.1401
N -2.3165 -4.2716 -0.8244
C -3.4919 -4.9383 -0.3022
C -2.4465 -2.8152 -0.8464
C -2.7582 -2.2846 0.5674
N -2.5416 -0.8613 0.6863
C -1.6430 -0.3403 1.5494
O -0.9813 -1.0348 2.2917
C -1.5877 1.1929 1.5945
C -1.5213 1.8665 0.2211
C -0.2165 1.4849 -0.4665
N 0.8990 1.9331 0.3422
S 2.3877 1.8664 -0.4242
O 3.0730 0.6293 -0.1777
O 2.1947 2.2760 -1.7846
C 3.2358 3.1747 0.4604
C 2.7729 4.4692 0.3201
C 3.3980 5.4968 1.0036
C 4.4826 5.2036 1.8209
Cl 5.2639 6.4791 2.6762
C 4.9496 3.9039 1.9600
C 4.3162 2.8836 1.2705
C 0.9218 1.3088 1.6500
C -0.3643 1.6325 2.4064
C -1.1597 -2.2000 -1.3485
C -1.1465 -1.4206 -2.4977
C 0.0382 -0.8787 -2.9693
C 1.2223 -1.1033 -2.2888
C 1.2153 -1.8727 -1.1357
C 0.0336 -2.4217 -0.6697
H -2.7883 -4.6002 -2.8768
H -1.0726 -4.3259 -2.4970
H -1.8312 -5.8618 -2.0658
H -4.4141 -4.6575 -0.8368
H -3.6122 -4.7147 0.7550
H -3.3526 -6.0132 -0.4034
H -3.2729 -2.5091 -1.5239
H -2.0931 -2.7616 1.2892
H -3.7977 -2.5027 0.8322
H -3.0661 -0.2613 0.0721
H -2.4980 1.5161 2.1157
H -2.3614 1.5915 -0.4180
H -1.5485 2.9488 0.3628
H -0.1156 1.9657 -1.4401
H -0.1814 0.3974 -0.6041
H 1.9336 4.6540 -0.3302
H 3.0558 6.5151 0.9078
H 5.7952 3.6984 2.5971
H 4.6481 1.8600 1.3452
H 1.7891 1.7035 2.1836
H 1.0355 0.2218 1.5575
H -0.3497 1.1052 3.3599
H -0.4171 2.7066 2.5903
H -2.0690 -1.2431 -3.0351
H 0.0351 -0.2767 -3.8658
H 2.1436 -0.6661 -2.6393
H 2.1365 -2.0294 -0.5966
H 0.0299 -3.0316 0.2196
```

Output
multiplicity = 1
HOMO-LUMO gap = 9.271 eV
HOMO = -0.322 hartree
SMILES = CN(C)[C@@H](CNC(=O)C1CCN(S(=O)(=O)c2ccc(Cl)cc2)CC1)c1ccccc1



The following is a quantum chemistry calculation of C22H28CoN3O8 as an isolated structure, from OMol25.

```
62
C22H28CoN3O8 ωB97M-V/def2-TZVPD
Co -1.8313 1.4116 -0.2426
N -1.9689 -0.3290 -1.7631
C -2.1461 0.0372 -3.1628
C -3.0145 1.2909 -3.2152
N -2.4209 2.3016 -2.3513
H -1.2920 -1.0664 -1.6183
H -2.8554 -0.6109 -1.3510
H -2.6098 -0.7506 -3.7673
H -1.1633 0.2516 -3.5929
H -4.0001 1.0536 -2.8100
H -3.1292 1.6169 -4.2559
H -3.0415 3.0826 -2.1872
H -1.5402 2.6529 -2.7100
N -2.3464 2.4451 1.6071
C -3.7685 2.7607 1.6482
C -4.5776 1.8797 0.6600
O -5.8033 1.9799 0.6746
O -3.8830 1.1362 -0.1144
H -2.0674 1.7440 2.2938
H -1.7447 3.2520 1.7154
H -3.9332 3.7936 1.3378
H -4.2087 2.6368 2.6398
C 2.5476 -5.2388 2.1821
C 1.7476 -3.9612 2.2116
C 2.3310 -2.7407 1.9036
C 1.5851 -1.5655 1.8706
C 2.2359 -0.2562 1.5132
C 0.2233 -1.6240 2.1605
C -0.3766 -2.8333 2.5158
C -1.8389 -2.8689 2.8725
C 0.3936 -3.9895 2.5269
C -0.6381 -0.3773 2.0085
O -1.0886 0.1904 3.0058
O -0.8299 -0.0730 0.7827
H 3.6166 -5.0312 2.1315
H 2.2792 -5.8372 1.3079
H 2.3535 -5.8451 3.0686
H 3.3917 -2.6967 1.6743
H 3.3191 -0.3185 1.6223
H 1.8641 0.5535 2.1426
H 2.0072 0.0140 0.4812
H -2.0357 -2.2058 3.7153
H -2.1608 -3.8772 3.1337
H -2.4476 -2.5095 2.0396
H -0.0689 -4.9376 2.7867
O 0.9894 4.0190 0.8087
C 0.6625 3.2361 -0.0800
O -0.5276 2.9837 -0.4694
C 1.7652 2.4498 -0.7969
C 3.0895 2.8273 -0.6478
C 4.1203 2.1665 -1.3212
C 3.7571 1.1250 -2.1368
O 4.5666 0.3183 -2.9088
C 3.6957 -0.5774 -3.5832
O 2.3688 -0.3409 -3.1459
C 2.4371 0.7342 -2.2797
C 1.4181 1.3726 -1.6256
H 3.3054 3.6511 0.0192
H 5.1582 2.4483 -1.2034
H 3.9798 -1.6100 -3.3556
H 3.7651 -0.4101 -4.6653
H 0.3845 1.0665 -1.7008
```

Output
multiplicity = 4
HOMO-LUMO gap (alpha / beta) = 7.954 / 8.183 eV
HOMO (alpha / beta) = -0.202 / -0.210 hartree
⟨S²⟩ = 3.756
total charge = -1



The following is a quantum chemistry calculation of C22H28FN6O2PSe2SiTi as an isolated structure, from OMol25.

```
64
C22H28FN6O2PSe2SiTi ωB97M-V/def2-TZVPD
Ti -0.1395 0.6442 -0.8151
N 0.6297 3.6207 1.3010
N 0.6061 4.5726 0.2929
C 0.4349 4.2519 -0.9897
N 0.4861 5.2434 -1.8640
N 0.2211 2.9408 -1.3152
N 0.2468 2.6047 -2.6212
O 0.0843 1.3691 -2.7712
O 0.4074 3.3420 -3.5511
H 0.0404 3.9239 2.0675
H 1.5769 3.4826 1.6373
H 0.8130 5.5382 0.5124
H 0.6318 6.1902 -1.5501
H 0.4065 5.0708 -2.8527
Se 2.4189 0.0910 -0.9976
P 1.9899 -0.7309 0.9734
Se 0.2180 0.4224 1.6440
C 3.3277 -0.4764 2.1389
C 4.5868 -0.0732 1.7068
C 5.6156 0.0429 2.6299
C 5.3837 -0.2387 3.9684
C 4.1229 -0.6414 4.3963
C 3.0915 -0.7654 3.4836
C 1.5717 -2.4761 0.8687
C 0.3536 -2.9783 1.3171
C 0.1043 -4.3398 1.2239
C 1.0642 -5.1872 0.6897
C 2.2806 -4.6820 0.2452
C 2.5405 -3.3257 0.3337
H 4.7681 0.1504 0.6631
H 6.5986 0.3506 2.3005
H 6.1887 -0.1470 4.6852
H 3.9472 -0.8637 5.4400
H 2.1114 -1.0898 3.8160
H -0.3921 -2.3185 1.7408
H -0.8376 -4.7374 1.5776
H 0.8680 -6.2490 0.6231
H 3.0278 -5.3462 -0.1673
H 3.4884 -2.9319 -0.0150
C -3.2916 -0.4209 1.4452
Si -3.2166 0.8321 0.0661
C -4.9088 0.9877 -0.6920
C -2.6435 2.5309 0.5924
N -1.9298 0.2517 -1.1328
C -2.2339 -0.5954 -2.2193
C -3.3965 -0.6874 -2.9815
C -3.4608 -1.6096 -4.0194
C -2.3991 -2.4449 -4.3279
C -1.2117 -2.3553 -3.6072
C -1.2014 -1.4311 -2.6064
F -0.0378 -1.2015 -1.8538
H -4.2776 -0.3720 1.9134
H -2.5491 -0.2703 2.2265
H -3.1726 -1.4327 1.0498
H -5.5372 1.3913 0.1098
H -5.3531 0.0357 -0.9793
H -4.9687 1.6926 -1.5221
H -3.3471 2.8919 1.3476
H -2.6690 3.2336 -0.2431
H -1.6453 2.5476 1.0342
H -4.2393 -0.0418 -2.7965
H -4.3683 -1.6706 -4.6046
H -2.4814 -3.1541 -5.1391
H -0.3438 -2.9614 -3.8266
```

Output
multiplicity = 1
HOMO-LUMO gap = 6.888 eV
HOMO = -0.512 hartree
total charge = +2



Quick rundown of molecular weight, same order as above: 417.5 545.8 664.6 791.8 404.0 450.0 521.4 692.4 u
Quick rundown of ΔE to the lowest compared entry with this formula, charge and spin, same order as above: 0.0 0.0 0.0 0.0 5.2 4.0 14.4 0.0 kcal/mol